8
Properties=species:S:1:pos:R:3:forces:R:3 method="wB97M-V/def2-TZVPD" charge=0 orbital_gap_ev=10.2 smiles="C=CC=O" e_above_lowest_kcal_mol=20.8 mol_weight_g_mol=56.1
C -0.90310 0.95415 -0.22905 0.01 -0.02 2.05
H -1.12141 1.31231 0.85437 0.47 -0.39 -2.11
H -1.32484 1.48187 -1.10299 -0.01 -0.33 0.85
H 0.77212 -0.54015 1.65749 0.24 -0.94 -1.99
C -0.14532 -0.11749 -0.45334 2.47 -1.98 -0.92
H -0.01238 -0.44537 -1.51410 -0.08 0.28 0.89
O 1.82077 -1.70319 0.26217 -2.08 1.31 -0.40
C 0.91417 -0.94213 0.52546 -1.00 2.06 1.63